1.
DFT (ωB97M-V/def2-TZVPD) results for C12H12F6IN3O5S3Sc as an isolated structure.

## Properties
Energy: -104954.491 eV
LUMO: -3.3910 eV
Frontier orbital gap: 9.5598 eV
Total charge: +1

Geometry (Å):
1 Sc -0.31409 0.56589 0.32380
2 F 4.48810 -0.16277 1.32391
3 C 4.00261 -1.27303 0.80807
4 F 4.88661 -1.84678 0.01846
5 F 3.64085 -2.10666 1.77477
6 S 2.48174 -0.88999 -0.16587
7 O 1.91233 -2.11139 -0.64519
8 O 1.61885 -0.16397 0.80761
9 N 3.05765 0.08024 -1.24787
10 S 2.11634 1.14490 -1.90709
11 O 2.53939 2.49138 -1.75562
12 O 0.69292 0.87694 -1.56222
13 C 2.17639 0.71104 -3.69746
14 F 1.81603 -0.55389 -3.84975
15 F 3.40159 0.89561 -4.14595
16 F 1.32713 1.50088 -4.33905
17 I -2.87128 1.34270 -1.64864
18 C -1.82648 3.02762 -0.96367
19 C -2.13456 4.29709 -1.40476
20 C -1.39607 5.34574 -0.87295
21 C -0.41358 5.08626 0.07053
22 C -0.18838 3.78037 0.45357
23 N -0.88109 2.75841 -0.07134
24 H -2.91761 4.45882 -2.13000
25 H -1.59878 6.35913 -1.19265
26 H 0.16799 5.88341 0.50932
27 H 0.54670 3.52607 1.20663
28 N -0.77004 1.58310 3.48336
29 C -0.59439 1.18025 2.41442
30 O -1.17928 -1.22284 0.33610
31 S -1.29745 -2.69691 -0.13448
32 C -0.40944 -3.61529 1.13219
33 C -1.32732 -3.61845 2.34650
34 C -2.70200 -3.99663 1.79953
35 C -2.92591 -3.16900 0.52790
36 H 0.56034 -3.13810 1.25455
37 H -0.26597 -4.61355 0.70980
38 H -1.34552 -2.62670 2.80167
39 H -0.97420 -4.32564 3.09521
40 H -3.49767 -3.80704 2.51768
41 H -2.72401 -5.05919 1.55456
42 H -3.40429 -2.20833 0.71939
43 H -3.47414 -3.68971 -0.25497

Atoms 1-2, force components in eV/Å:
0.09 0.04 0.01
0.01 -0.01 -0.01

Here are the Löwdin charges for atoms 1 to 2, given in e:
1. Sc 0.8510
2. F 0.1877

2.
DFT (ωB97M-V/def2-TZVPD) results for a 2-piece molecular cluster, C4H10OS overall.

## Properties
Energy: -17191.897 eV
LUMO: 0.7007 eV
SMILES string: C/C=C/O.CS
Frontier orbital gap: 9.3151 eV

Geometry (Å):
1 C 1.08960 0.51229 -2.52567
2 C 0.70918 -0.80760 -1.91235
3 C -0.14948 -0.86204 -0.91168
4 O -0.51270 -2.06135 -0.34356
5 H 0.91926 0.52212 -3.60326
6 H 0.48974 1.30394 -2.08168
7 H 2.15011 0.72632 -2.38358
8 H 1.07959 -1.72147 -2.35589
9 H -0.64797 0.00244 -0.48821
10 H -1.18918 -1.89188 0.31817
11 C -0.34413 0.34026 2.82307
12 S -1.97768 1.05709 2.47188
13 H -0.05846 0.50221 3.85876
14 H -0.39335 -0.72251 2.61157
15 H 0.40896 0.77848 2.16816
16 H -1.57350 2.32170 2.35427

Atoms 1-2, force components in eV/Å:
0.05 -0.33 -0.06
-0.15 0.57 -0.33

Here are the Löwdin charges for atoms 1 to 2, given in e:
1. C -0.1149
2. C -0.1524